[1]
The following is a DFT calculation (ωB97M-V/def2-TZVPD) of the molecule C13H16N4O3 at a distorted geometry.

Element x y z (Å)
N  -2.50877  4.05717  -2.14362
C  -1.33589  3.32200  -1.69095
C  -0.97404  2.35883  -2.82104
C  -0.21821  1.18236  -2.19953
C  -1.12642  0.33440  -1.20765
N  -0.36777  -0.28626  -0.15884
C  0.47684  -1.38040  -0.36566
O  0.56210  -1.82204  -1.49894
C  1.21232  -2.04278  0.75466
C  1.79882  -3.34535  0.56501
C  2.44837  -3.99539  1.61432
C  2.48981  -3.37698  2.86806
C  1.88962  -2.13260  3.10606
C  1.27533  -1.47291  2.04244
N  2.00415  -1.76312  4.35199
O  2.77240  -2.82225  4.99232
N  2.98718  -3.83586  4.01343
O  3.46050  -4.92185  4.24011
C  -2.23628  1.14616  -0.58413
C  -1.75595  2.60916  -0.37783
H  -2.90653  4.61841  -1.39726
H  -2.28805  4.64051  -2.94943
H  -0.49782  4.02994  -1.47225
H  -0.38504  2.90918  -3.55008
H  -1.88224  2.01659  -3.34748
H  0.73215  1.47554  -1.74980
H  0.11925  0.54729  -3.02811
H  -1.65897  -0.45868  -1.75767
H  -0.50205  0.01047  0.79054
H  1.71309  -3.82425  -0.40477
H  2.94422  -4.98127  1.48925
H  0.80684  -0.54900  2.25010
H  -3.12884  1.18793  -1.20756
H  -2.52061  0.73485  0.39534
H  -0.84634  2.65288  0.26708
H  -2.55314  3.17736  0.17192

molecular weight: 276.3 g mol⁻¹
SMILES: N[C@H]1CC[C@H](NC(=O)c2ccc3c(c2)no[n+]3[O-])CC1
energy: -949.5682 hartree
net charge: 0
orbital gap: 7.292 eV
maximum force: 3.1 eV/A


[2]
The following is a DFT calculation (ωB97M-V/def2-TZVPD) of a 2-piece molecular cluster, C2H9NOS overall at a distorted geometry.

Element x y z (Å)
N  1.32176  0.00179  -1.17377
C  1.94235  -1.08234  -0.41716
O  2.58584  -0.58578  0.75229
H  1.35406  0.82114  -0.57786
H  1.93964  0.14718  -1.96156
H  1.18796  -1.81301  -0.13811
H  2.72173  -1.53009  -1.02698
H  2.17253  -0.95116  1.54069
C  -1.24884  -0.20303  0.83545
S  -2.35283  0.98212  -0.00824
H  -1.80511  -0.90638  1.43116
H  -0.72162  -0.71039  0.03730
H  -0.49604  0.37870  1.36150
H  -2.56495  0.19834  -1.07060

molecular weight: 95.2 g mol⁻¹
SMILES: NCO.CS
energy: -609.7484 hartree
net charge: 0
orbital gap: 9.700 eV
maximum force: 1.0 eV/A